Computed, not measured: a structure of composition C16H31NO4ReSi4Te4, with the ωB97M-V functional and the def2-TZVPD basis.

- Strongest force on any atom: 0.0033 Eh/bohr
- 2S+1: 4
- ΔE to the lowest compared entry with this formula, charge and spin: 0.0 kcal per mole
- Gap between HOMO and LUMO (alpha / beta): 5.897 / 5.653 eV
- HOMO (alpha / beta): -7.209 / -7.204 eV
- ⟨S²⟩: 3.80

Structure (XYZ):
```
61
Properties=species:S:1:pos:R:3:mulliken_spin:R:1
Re -2.174 0.181 -0.499 2.726
O -3.275 -2.911 2.501 0.001
C -3.841 -1.777 2.076 -0.016
O -4.866 -1.706 1.462 0.000
C -3.106 -0.560 2.569 0.016
C -3.059 -0.349 3.934 -0.016
C -2.572 0.856 4.418 0.013
C -2.181 1.821 3.511 -0.012
C -2.240 1.527 2.162 0.032
N -2.657 0.343 1.684 0.028
C -1.881 2.576 1.133 0.004
O -1.556 3.683 1.478 0.039
O -1.988 2.143 -0.092 -0.030
H -3.804 -3.645 2.150 0.002
H -3.414 -1.123 4.599 0.001
H -2.524 1.041 5.482 0.000
H -1.831 2.801 3.801 0.000
Te -3.194 3.129 -3.446 -0.022
Te -2.541 0.634 -3.149 -0.049
Te -4.622 -0.588 -1.742 0.071
Te -2.710 -2.418 -1.100 0.066
C 0.752 -3.493 -0.827 0.001
Si 1.024 -1.987 -1.944 0.010
C 2.864 -1.889 -2.337 -0.002
C 0.193 -2.240 -3.616 0.001
Si 0.309 -0.054 -0.796 0.030
Si 1.303 1.811 -1.862 0.024
C 1.067 1.683 -3.725 0.002
C 0.642 3.453 -1.265 0.005
C 3.156 1.751 -1.518 0.003
Si 1.316 -0.151 1.344 0.050
C 3.040 -0.893 1.212 0.012
C 0.363 -1.225 2.564 -0.008
C 1.491 1.564 2.097 -0.003
H 0.561 -4.394 -1.416 0.000
H -0.080 -3.364 -0.130 0.004
H 1.644 -3.675 -0.222 0.000
H 3.178 -2.827 -2.804 0.000
H 3.488 -1.726 -1.459 0.000
H 3.062 -1.086 -3.051 0.001
H 0.317 -3.278 -3.935 -0.001
H 0.664 -1.603 -4.369 0.000
H -0.875 -2.027 -3.612 0.006
H 0.057 1.977 -4.020 0.000
H 1.261 0.677 -4.105 -0.001
H 1.753 2.368 -4.230 0.001
H -0.408 3.579 -1.531 -0.004
H 1.213 4.263 -1.728 0.002
H 0.719 3.562 -0.181 -0.001
H 3.613 0.813 -1.836 -0.001
H 3.374 1.893 -0.458 0.002
H 3.645 2.563 -2.064 0.000
H 3.001 -1.940 0.908 0.000
H 3.522 -0.850 2.194 0.001
H 3.671 -0.354 0.505 -0.001
H -0.008 -2.148 2.114 0.004
H -0.487 -0.688 2.984 0.005
H 1.019 -1.496 3.397 0.000
H 2.132 2.204 1.488 -0.002
H 1.944 1.486 3.089 0.002
H 0.537 2.083 2.207 0.001
```

=====

Computed, not measured: a cluster of 5 separate species, C24H36N4O3S2 in total, with the ωB97M-V functional and the def2-TZVPD basis.

- Strongest force on any atom: 0.0332 Eh/bohr
- SMILES string: CCSC[C@H]1COS(=O)(=O)C[C@H]1C.c1cc[nH]c1.c1cc[nH]c1.c1cc[nH]c1.c1cc[nH]c1
- Gap between HOMO and LUMO: 8.757 eV
- HOMO: -8.458 eV

Structure (XYZ):
```
69
Properties=species:S:1:pos:R:3:mulliken_charge:R:1
C 5.760 -2.662 -1.183 -1.068
C 4.992 -2.568 -2.506 -0.563
S 3.250 -2.085 -2.274 -0.103
C 2.477 -3.704 -1.999 -0.976
C 1.008 -3.718 -2.406 0.028
C 0.526 -5.141 -2.542 -1.025
O 0.750 -5.923 -1.355 -0.325
S 0.187 -5.325 0.020 1.311
O -1.176 -5.679 0.231 -0.664
O 1.073 -5.763 1.041 -0.657
C 0.280 -3.532 -0.045 -0.901
C 0.055 -2.998 -1.450 0.305
C 0.088 -1.484 -1.506 -1.934
H 6.781 -2.316 -1.309 0.333
H 5.271 -2.094 -0.403 0.239
H 5.801 -3.690 -0.838 0.387
H 4.965 -3.560 -2.938 0.348
H 5.456 -1.891 -3.211 0.492
H 2.659 -4.049 -0.989 0.354
H 2.996 -4.405 -2.648 0.515
H 0.952 -3.231 -3.376 0.640
H -0.514 -5.156 -2.860 0.393
H 1.101 -5.620 -3.326 0.474
H 1.265 -3.277 0.329 0.304
H -0.438 -3.141 0.665 0.433
H -0.951 -3.307 -1.732 0.480
H -0.785 -1.074 -1.006 0.459
H 0.023 -1.163 -2.541 0.361
H 0.975 -1.054 -1.054 0.354
N -0.472 -0.703 2.568 0.048
C -0.596 0.641 2.352 -0.761
C -1.872 0.999 2.693 -0.281
C -2.542 -0.176 3.135 -0.560
C -1.650 -1.210 3.048 -0.484
H 0.361 -1.238 2.399 0.213
H 0.227 1.223 1.974 0.422
H -2.281 1.994 2.632 0.562
H -3.560 -0.252 3.476 0.424
H -1.751 -2.256 3.283 0.449
N -4.741 2.433 0.370 0.142
C -5.568 2.960 -0.588 -0.345
C -5.640 2.060 -1.615 -0.601
C -4.830 0.946 -1.260 -0.452
C -4.290 1.205 -0.030 -0.265
H -4.501 2.873 1.237 0.162
H -6.031 3.924 -0.456 0.366
H -6.211 2.184 -2.519 0.387
H -4.664 0.056 -1.843 0.419
H -3.629 0.628 0.594 0.185
N -4.907 5.545 2.377 0.120
C -5.064 6.851 1.998 -0.451
C -5.450 7.561 3.101 -0.435
C -5.525 6.650 4.190 -0.576
C -5.183 5.414 3.713 -0.292
H -4.631 4.799 1.769 0.137
H -4.889 7.158 0.982 0.352
H -5.655 8.618 3.127 0.396
H -5.799 6.877 5.206 0.386
H -5.113 4.459 4.204 0.356
N 5.617 0.958 -1.511 0.080
C 6.729 1.646 -1.913 -0.485
C 7.088 2.491 -0.897 -0.429
C 6.156 2.302 0.159 -0.549
C 5.263 1.348 -0.250 -0.366
H 5.134 0.270 -2.059 0.149
H 7.167 1.477 -2.881 0.367
H 7.924 3.169 -0.909 0.393
H 6.144 2.808 1.110 0.398
H 4.410 0.916 0.244 0.423
```

=====

Which value of strongest force on any atom does entry 1 give?
0.0033 Eh/bohr

=====

Copy entry 1 word for word.
Computed, not measured: a structure of composition C16H31NO4ReSi4Te4, with the ωB97M-V functional and the def2-TZVPD basis.

- Strongest force on any atom: 0.0033 Eh/bohr
- 2S+1: 4
- ΔE to the lowest compared entry with this formula, charge and spin: 0.0 kcal per mole
- Gap between HOMO and LUMO (alpha / beta): 5.897 / 5.653 eV
- HOMO (alpha / beta): -7.209 / -7.204 eV
- ⟨S²⟩: 3.80

Structure (XYZ):
```
61
Properties=species:S:1:pos:R:3:mulliken_spin:R:1
Re -2.174 0.181 -0.499 2.726
O -3.275 -2.911 2.501 0.001
C -3.841 -1.777 2.076 -0.016
O -4.866 -1.706 1.462 0.000
C -3.106 -0.560 2.569 0.016
C -3.059 -0.349 3.934 -0.016
C -2.572 0.856 4.418 0.013
C -2.181 1.821 3.511 -0.012
C -2.240 1.527 2.162 0.032
N -2.657 0.343 1.684 0.028
C -1.881 2.576 1.133 0.004
O -1.556 3.683 1.478 0.039
O -1.988 2.143 -0.092 -0.030
H -3.804 -3.645 2.150 0.002
H -3.414 -1.123 4.599 0.001
H -2.524 1.041 5.482 0.000
H -1.831 2.801 3.801 0.000
Te -3.194 3.129 -3.446 -0.022
Te -2.541 0.634 -3.149 -0.049
Te -4.622 -0.588 -1.742 0.071
Te -2.710 -2.418 -1.100 0.066
C 0.752 -3.493 -0.827 0.001
Si 1.024 -1.987 -1.944 0.010
C 2.864 -1.889 -2.337 -0.002
C 0.193 -2.240 -3.616 0.001
Si 0.309 -0.054 -0.796 0.030
Si 1.303 1.811 -1.862 0.024
C 1.067 1.683 -3.725 0.002
C 0.642 3.453 -1.265 0.005
C 3.156 1.751 -1.518 0.003
Si 1.316 -0.151 1.344 0.050
C 3.040 -0.893 1.212 0.012
C 0.363 -1.225 2.564 -0.008
C 1.491 1.564 2.097 -0.003
H 0.561 -4.394 -1.416 0.000
H -0.080 -3.364 -0.130 0.004
H 1.644 -3.675 -0.222 0.000
H 3.178 -2.827 -2.804 0.000
H 3.488 -1.726 -1.459 0.000
H 3.062 -1.086 -3.051 0.001
H 0.317 -3.278 -3.935 -0.001
H 0.664 -1.603 -4.369 0.000
H -0.875 -2.027 -3.612 0.006
H 0.057 1.977 -4.020 0.000
H 1.261 0.677 -4.105 -0.001
H 1.753 2.368 -4.230 0.001
H -0.408 3.579 -1.531 -0.004
H 1.213 4.263 -1.728 0.002
H 0.719 3.562 -0.181 -0.001
H 3.613 0.813 -1.836 -0.001
H 3.374 1.893 -0.458 0.002
H 3.645 2.563 -2.064 0.000
H 3.001 -1.940 0.908 0.000
H 3.522 -0.850 2.194 0.001
H 3.671 -0.354 0.505 -0.001
H -0.008 -2.148 2.114 0.004
H -0.487 -0.688 2.984 0.005
H 1.019 -1.496 3.397 0.000
H 2.132 2.204 1.488 -0.002
H 1.944 1.486 3.089 0.002
H 0.537 2.083 2.207 0.001
```